# 1
Formula: C27H45ClF5IrP
Source: the OMol25 dataset
Level of theory: ωB97M-V/def2-TZVPD

Summary:
HOMO energy (spin up / spin down) ... -0.2415 / -0.3164 Ha

```
! RIJCOSX wB97M-V def2-TZVPD def2/J DEFGRID3
* xyz 0 6
Ir -0.221 -2.493 1.108
P -0.221 -0.179 -0.541
Cl -0.255 -3.496 -0.987
C 3.323 0.847 1.012
H 4.220 1.027 0.500
H 2.848 -0.080 0.686
C -1.938 -0.791 -0.838
C 0.883 -0.327 -2.076
C -2.920 0.119 -1.571
H -1.761 -1.664 -1.485
C -4.159 -0.725 -1.897
H -3.192 0.984 -0.950
H -2.494 0.511 -2.506
C -4.765 -1.429 -0.672
H -4.926 -0.098 -2.360
H -3.868 -1.486 -2.634
C -3.748 -2.170 0.165
H -5.246 -0.686 -0.026
H -5.533 -2.144 -0.978
C -2.548 -1.286 0.476
H -4.155 -2.505 1.125
H -3.349 -3.058 -0.344
H -2.785 -0.409 1.094
H -1.961 -1.986 1.151
C -0.373 1.716 -0.279
C 2.054 0.671 -2.119
H 1.288 -1.343 -1.933
C 2.984 0.383 -3.303
H 1.668 1.692 -2.238
H 2.617 0.671 -1.177
C 2.246 0.331 -4.645
H 3.775 1.139 -3.346
H 3.472 -0.586 -3.130
C 0.991 -0.550 -4.605
H 1.967 1.349 -4.951
H 2.922 -0.045 -5.422
C 0.093 -0.299 -3.386
H 0.401 -0.403 -5.516
H 1.299 -1.604 -4.589
H -0.386 0.684 -3.498
H -0.713 -1.045 -3.364
C -1.310 2.145 0.861
H 0.667 1.953 0.021
C -1.174 3.651 1.158
H -2.355 1.933 0.586
H -1.111 1.576 1.779
C -1.402 4.513 -0.089
H -1.898 3.930 1.935
H -0.170 3.848 1.561
C -0.560 4.044 -1.281
H -2.466 4.484 -0.360
H -1.167 5.560 0.135
C -0.706 2.538 -1.538
H -0.858 4.594 -2.184
H 0.498 4.275 -1.094
H -1.739 2.334 -1.852
H -0.070 2.264 -2.387
C -0.138 -1.148 2.351
C 2.847 1.311 2.178
H -0.033 -0.160 1.797
C 3.227 1.001 3.613
H 1.801 1.624 2.148
C 2.820 -0.403 4.130
H 4.343 1.004 3.571
H 2.902 1.803 4.327
C 1.400 -0.681 4.613
H 3.166 -1.209 3.482
H 3.450 -0.518 5.046
C 0.082 -0.972 3.816
H 1.499 -1.510 5.325
H 1.149 0.132 5.288
H -0.416 -1.842 4.279
H -0.503 -0.042 4.007
F 1.088 -3.646 3.431
C 1.220 -3.552 2.052
F 2.414 -2.839 1.815
C 1.411 -4.977 1.491
F 2.194 -5.641 2.370
F 0.271 -5.707 1.342
F 2.093 -4.906 0.324
*
```



# 2
Formula: C27H45ClN2O
Source: the OMol25 dataset
Level of theory: ωB97M-V/def2-TZVPD

Summary:
HOMO energy ... -0.3252 Ha

```
! RIJCOSX wB97M-V def2-TZVPD def2/J DEFGRID3
* xyz 0 1
C 3.024 1.143 -2.183
C 2.509 0.166 -3.245
C 1.895 0.851 -4.475
C 0.442 0.400 -4.751
C -0.595 1.292 -4.047
C -1.898 0.555 -3.705
C -2.543 0.975 -2.377
N -1.643 0.974 -1.226
C -1.899 -0.056 -0.231
C -1.496 -1.400 -0.813
O -0.091 -1.429 -1.017
C 0.589 -2.394 -0.250
C 0.590 -2.171 1.263
C 1.742 -1.303 1.776
C 1.365 0.145 2.091
Cl 2.402 -2.074 3.295
N -3.272 -0.006 0.300
C -4.111 -1.197 0.230
C -3.848 -2.270 1.302
H 4.037 1.475 -2.399
H 2.370 2.011 -2.125
H 3.019 0.664 -1.208
H 1.766 -0.470 -2.772
H 3.331 -0.470 -3.571
H 1.874 1.927 -4.309
H 2.493 0.635 -5.357
H 0.270 0.409 -5.827
H 0.331 -0.630 -4.413
H -0.154 1.754 -3.170
H -0.841 2.068 -4.773
H -1.753 -0.523 -3.752
H -2.636 0.781 -4.478
H -2.929 1.987 -2.507
H -3.423 0.354 -2.196
H -1.669 1.872 -0.768
H -1.197 0.157 0.576
H -1.776 -2.236 -0.174
H -1.959 -1.559 -1.786
H 0.183 -3.388 -0.459
H 1.617 -2.396 -0.609
H 0.661 -3.149 1.732
H -0.356 -1.752 1.607
H 2.583 -1.342 1.093
H 0.332 0.354 1.831
H 1.996 0.841 1.546
H 1.493 0.358 3.147
H -3.260 0.315 1.256
H -5.140 -0.862 0.365
H -4.083 -1.622 -0.770
H -4.000 -3.276 0.917
H -4.530 -2.139 2.140
H -2.838 -2.196 1.697
C 1.638 6.650 -2.025
C 1.346 5.412 -1.470
C 0.327 4.636 -2.003
C -0.402 5.098 -3.090
C -0.114 6.338 -3.642
C 0.907 7.114 -3.110
H 2.436 7.254 -1.612
H 1.915 5.051 -0.622
H 0.102 3.667 -1.574
H -1.193 4.488 -3.508
H -0.683 6.699 -4.488
H 1.133 8.080 -3.541
C 1.196 -5.274 8.421
C 2.357 -4.906 7.755
C 2.295 -4.016 6.692
C 1.072 -3.496 6.291
C -0.088 -3.869 6.955
C -0.027 -4.757 8.020
H 1.245 -5.965 9.253
H 3.311 -5.312 8.066
H 3.200 -3.729 6.172
H 1.032 -2.804 5.459
H -1.043 -3.466 6.642
H -0.933 -5.046 8.537
*
```



Question: What is the formula in the first record?
Answer: C27H45ClF5IrP



Question: What is the formula in the second record?
Answer: C27H45ClN2O